The following is a DFT calculation (the ωB97M-V functional and the def2-TZVPD basis) of a structure of composition C21H31BClN3O2Tm at a distorted geometry.

Values from the calculation:
Charge: -1
Relative energy (zero: lowest compared OMol25 entry of this formula, charge and spin): 4.7 kcal per mole
HOMO level (alpha / beta): -2.47 / -2.53 eV
⟨S²⟩: 2.003
Kohn-Sham gap (alpha / beta): 4.92 / 4.96 eV
2S+1: 3
Electronic energy: -2703.8411 Ha

Last column: natural (NBO) charge in e.
Positions of all 60 atoms, in Å:
Tm -0.392 -0.669 0.361  1.827
Cl 0.483 1.293 -0.939  -0.684
N 1.435 -1.917 -0.576  -0.641
N -1.917 1.043 1.175  -0.625
C 2.551 -2.104 0.102  0.659
C -1.534 1.877 2.113  0.653
C 1.723 -2.255 -2.002  0.074
C 3.005 -3.075 -1.870  -0.079
C 1.990 -0.998 -2.809  -0.623
C 0.581 -3.041 -2.622  -0.620
H 2.847 -0.450 -2.390  0.205
H 1.122 -0.332 -2.788  0.278
H 2.221 -1.285 -3.844  0.198
H 0.365 -3.929 -2.019  0.206
H 0.877 -3.363 -3.629  0.201
H -0.322 -2.427 -2.693  0.279
C -3.088 1.649 0.466  0.074
C -3.327 2.933 1.256  -0.077
C -4.271 0.695 0.538  -0.612
C -2.776 1.994 -0.976  -0.644
H -1.887 2.631 -1.025  0.225
H -3.639 2.528 -1.397  0.191
H -2.574 1.089 -1.562  0.295
H -4.469 0.445 1.587  0.192
H -4.070 -0.224 -0.023  0.268
H -5.156 1.186 0.115  0.207
O -2.211 3.016 2.199  -0.489
H -4.252 2.909 1.847  0.180
H -3.298 3.850 0.656  0.197
O 3.538 -2.699 -0.553  -0.487
H 3.786 -2.846 -2.607  0.198
H 2.811 -4.156 -1.848  0.185
C 2.799 -1.661 1.506  -0.494
C -0.412 1.676 3.084  -0.513
C 0.906 1.463 2.388  0.044
H -0.676 0.763 3.649  0.247
H -0.397 2.524 3.777  0.233
C 1.205 0.244 1.835  -0.517
C 2.490 -0.188 1.630  -0.095
H -2.276 -2.403 -0.592  -0.006
C 3.466 0.821 1.430  0.085
C 3.121 2.146 1.704  -0.278
C 4.822 0.444 0.930  -0.653
C 1.855 2.494 2.176  -0.015
H 3.875 2.928 1.575  0.192
C 1.479 3.911 2.453  -0.637
H 2.249 4.590 2.072  0.210
H 1.375 4.087 3.531  0.203
H 0.524 4.173 1.977  0.222
H 5.321 -0.241 1.627  0.203
H 5.446 1.338 0.818  0.209
H 4.773 -0.058 -0.048  0.214
H 3.829 -1.909 1.785  0.235
H 2.111 -2.245 2.142  0.250
B -3.811 -2.246 -2.299  -0.477
C -2.518 -1.738 -1.474  0.006
N -1.661 -0.854 -1.422  -0.951
H -4.077 -1.405 -3.139  -0.048
H -4.703 -2.375 -1.476  -0.046
H -3.495 -3.314 -2.797  -0.035



The following is a DFT calculation (the ωB97M-V functional and the def2-TZVPD basis) of a structure of composition C21H31BaCl2OSSb.

Values from the calculation:
Charge: +2
Relative energy (zero: lowest compared OMol25 entry of this formula, charge and spin): 3.0 kcal per mole
HOMO level: -13.91 eV
Kohn-Sham gap: 8.34 eV
Electronic energy: -2477.8734 Ha

Last column: natural (NBO) charge in e.
Positions of all 58 atoms, in Å:
Ba 1.861 0.473 0.496  1.789
Cl 4.444 0.126 2.552  -0.029
C 5.558 -0.609 1.376  -0.370
Cl 4.761 -0.954 -0.189  -0.056
H 5.900 -1.552 1.781  0.255
H 6.364 0.086 1.186  0.255
O 0.933 -1.110 2.130  -1.149
S 0.360 -2.428 2.659  1.280
C -1.361 -2.039 3.059  -0.612
C -2.055 -3.310 3.478  -0.005
C -3.108 -3.804 2.712  -0.251
C -3.743 -4.982 3.073  -0.176
C -3.321 -5.679 4.198  -0.182
C -2.273 -5.192 4.966  -0.182
C -1.640 -4.008 4.612  -0.243
C 0.114 -3.441 1.144  -0.624
C 0.238 -2.624 -0.107  -0.048
C 1.475 -2.601 -0.762  -0.241
C 1.664 -1.830 -1.904  -0.260
C 0.617 -1.047 -2.393  -0.240
C -0.621 -1.083 -1.760  -0.222
C -0.815 -1.879 -0.632  -0.160
H -1.824 -1.586 2.181  0.234
H -1.292 -1.287 3.846  0.261
H -3.451 -3.252 1.844  0.210
H -4.570 -5.350 2.481  0.234
H -3.819 -6.597 4.481  0.238
H -1.954 -5.730 5.849  0.236
H -0.837 -3.626 5.232  0.221
H -0.851 -3.934 1.280  0.280
H 0.883 -4.212 1.174  0.259
H 2.277 -3.222 -0.390  0.238
H 2.610 -1.865 -2.436  0.245
H 0.751 -0.456 -3.292  0.245
H -1.449 -0.513 -2.163  0.244
H -1.791 -1.920 -0.169  0.224
C 0.568 6.144 -1.758  -0.628
C 0.288 5.067 -0.709  -0.707
Sb 0.046 3.065 -1.465  0.783
C 1.013 3.234 -3.367  -0.723
C 2.534 3.148 -3.242  -0.619
C -2.006 3.088 -2.083  -0.698
C -2.479 4.404 -2.704  -0.628
H 0.658 7.120 -1.279  0.237
H -0.224 6.218 -2.503  0.216
H 1.501 5.963 -2.294  0.207
H -0.625 5.281 -0.150  0.234
H 1.093 5.032 0.026  0.219
H 0.706 4.169 -3.834  0.243
H 0.624 2.428 -3.991  0.225
H 2.937 3.929 -2.593  0.211
H 3.028 3.251 -4.208  0.241
H 2.852 2.183 -2.830  0.173
H -2.607 2.823 -1.214  0.228
H -2.102 2.263 -2.794  0.222
H -2.410 5.234 -2.000  0.214
H -3.524 4.325 -3.008  0.237
H -1.904 4.670 -3.591  0.212



The following is a DFT calculation (the ωB97M-V functional and the def2-TZVPD basis) of a structure of composition C21H31Cl3F2GeNOPPd at a distorted geometry.

Values from the calculation:
Charge: +1
Relative energy (zero: lowest compared OMol25 entry of this formula, charge and spin): 0.0 kcal per mole
HOMO level (alpha / beta): -11.09 / -11.39 eV
⟨S²⟩: 0.766
Kohn-Sham gap (alpha / beta): 7.44 / 6.18 eV
2S+1: 2
Electronic energy: -5075.1484 Ha

Last column: natural (NBO) charge in e.
Positions of all 62 atoms, in Å:
Pd 0.966 -0.028 1.168  0.658
F 1.323 -5.066 -0.166  -0.298
C 0.592 -4.111 0.411  0.458
C 1.093 -2.823 0.447  -0.397
C 0.320 -1.846 1.045  0.063
C -0.929 -2.118 1.620  -0.209
C -1.368 -3.442 1.534  0.453
F -2.555 -3.781 2.055  -0.309
C -0.639 -4.448 0.940  -0.361
C -1.637 -1.018 2.292  0.202
C -2.892 -1.096 2.895  -0.224
C -3.418 0.026 3.510  -0.128
C -2.695 1.209 3.525  -0.237
C -1.463 1.218 2.905  0.048
N -0.956 0.144 2.301  -0.488
H 2.065 -2.617 0.018  0.253
H -1.015 -5.460 0.904  0.265
H -3.444 -2.019 2.884  0.255
H -4.389 -0.027 3.983  0.239
H -3.068 2.098 4.010  0.241
H -0.846 2.108 2.895  0.206
Cl 3.224 -0.780 2.031  -0.433
Ge 1.858 0.004 3.718  1.022
Cl 3.367 0.770 5.052  -0.363
Cl 1.094 -1.813 4.608  -0.400
C 1.852 3.466 1.414  -0.245
O 2.043 2.044 1.381  -0.763
H 2.023 3.904 0.430  0.186
H 2.523 3.915 2.145  0.203
H 0.826 3.652 1.714  0.191
H 2.965 1.843 1.181  0.510
C -0.970 2.120 -2.860  -0.613
C -0.180 1.919 -1.564  -0.539
C -0.989 2.456 -0.381  -0.594
P 0.429 0.207 -1.221  1.035
C 1.976 -0.032 -2.216  -0.528
C 1.997 0.591 -3.614  -0.614
C 3.196 0.461 -1.438  -0.614
C -0.791 -1.046 -1.815  -0.539
C -0.853 -1.332 -3.314  -0.613
C -2.184 -0.750 -1.252  -0.613
H -1.166 3.186 -2.988  0.229
H -1.936 1.617 -2.814  0.212
H -0.446 1.774 -3.744  0.222
H 0.753 2.495 -1.628  0.231
H -1.925 1.909 -0.260  0.216
H -1.237 3.506 -0.547  0.226
H -0.435 2.376 0.553  0.195
H 2.045 -1.123 -2.313  0.236
H 1.947 1.680 -3.558  0.208
H 1.196 0.242 -4.258  0.220
H 2.942 0.339 -4.098  0.232
H 3.143 1.541 -1.273  0.197
H 4.102 0.268 -2.013  0.234
H 3.300 -0.036 -0.473  0.219
H -0.425 -1.955 -1.331  0.248
H -1.207 -0.474 -3.885  0.213
H -1.559 -2.148 -3.480  0.231
H 0.106 -1.651 -3.717  0.216
H -2.703 -0.003 -1.855  0.213
H -2.155 -0.388 -0.223  0.209
H -2.789 -1.658 -1.268  0.232



The following is a DFT calculation (the ωB97M-V functional and the def2-TZVPD basis) of a structure of composition C21H31Cl5MgP2 at a distorted geometry.

Values from the calculation:
Relative energy (zero: lowest compared OMol25 entry of this formula, charge and spin): 12.1 kcal per mole
HOMO level: -7.84 eV
Kohn-Sham gap: 7.95 eV
Electronic energy: -4002.4407 Ha

Last column: natural (NBO) charge in e.
Positions of all 60 atoms, in Å:
P -1.026 -3.671 -4.924  0.852
P 1.831 -4.481 -3.711  0.830
C 0.102 -4.727 -5.949  -0.713
C 1.086 -5.514 -5.076  -0.707
H 0.633 -4.052 -6.638  0.228
H -0.534 -5.402 -6.539  0.215
H 0.591 -6.364 -4.582  0.224
H 1.931 -5.891 -5.668  0.216
C 3.067 -3.567 -4.710  -0.949
H 3.760 -3.044 -4.036  0.239
H 2.583 -2.840 -5.375  0.234
H 3.625 -4.296 -5.308  0.214
C 2.941 -5.688 -2.906  -0.947
H 3.631 -6.097 -3.654  0.214
H 2.340 -6.496 -2.464  0.234
H 3.504 -5.172 -2.121  0.239
C -2.076 -2.772 -6.107  -0.948
H -2.774 -2.149 -5.535  0.244
H -2.635 -3.473 -6.739  0.212
H -1.445 -2.125 -6.733  0.238
C -2.168 -4.934 -4.262  -0.954
H -1.647 -5.593 -3.554  0.235
H -2.575 -5.531 -5.087  0.219
H -2.993 -4.427 -3.742  0.240
Mg -0.242 -0.398 0.909  1.578
C 1.541 -2.145 -0.913  -0.261
C 1.956 -1.356 -1.911  -0.150
C 1.395 -1.292 -3.284  -0.499
C 0.289 -0.246 -3.480  -0.440
C -1.020 -0.545 -2.816  -0.151
C -1.373 -1.623 -2.101  -0.241
C -0.664 -2.925 -2.019  -0.564
C 0.416 -3.129 -0.931  -0.439
C -1.980 0.692 0.740  -1.372
H 2.094 -2.126 0.036  0.208
H 2.779 -0.656 -1.718  0.215
H 1.008 -2.276 -3.581  0.248
H 2.201 -1.074 -3.998  0.215
H 0.680 0.726 -3.127  0.224
H 0.114 -0.137 -4.564  0.216
H -1.735 0.287 -2.880  0.209
H -2.328 -1.591 -1.559  0.207
H -0.179 -3.132 -3.000  0.285
H -1.402 -3.733 -1.900  0.208
H -0.100 -3.168 0.049  0.178
H 0.824 -4.148 -1.093  0.235
H -2.366 0.801 1.762  0.207
H -2.669 0.126 0.101  0.199
H -1.772 1.682 0.299  0.221
Cl 1.676 2.446 -0.937  0.022
C 1.977 2.089 0.718  -0.074
C 1.393 0.973 1.278  -0.546
C 1.625 0.636 2.591  -0.068
Cl 0.782 -0.835 3.173  -0.066
C 2.409 1.438 3.445  -0.101
Cl 2.625 0.998 5.084  0.053
C 2.975 2.625 2.901  -0.107
Cl 3.850 3.675 3.912  0.068
C 2.784 2.942 1.528  -0.082
Cl 3.504 4.341 0.854  0.057